This record from the Open Molecules 2025 dataset describes a molecular structure, C41H63MnN3O2P3S2Te in a non-equilibrium geometry. The level of theory is ωB97M-V/def2-TZVPD.

Structure (XYZ):
```
116
Properties=species:S:1:pos:R:3
Mn 0.05 -1.17 0.86
C -3.18 -4.97 0.86
C -1.87 -4.21 0.95
C -1.23 -4.39 2.31
P -2.02 -2.40 0.56
C -3.08 -2.34 -0.95
C -2.45 -2.96 -2.15
C -3.54 -0.91 -1.17
C -3.03 -1.72 1.85
C -4.35 -2.12 2.04
C -5.08 -1.56 3.07
C -4.44 -0.66 3.89
C -3.13 -0.27 3.70
C -2.37 -0.74 2.63
N -1.08 -0.39 2.32
C -0.55 0.80 2.82
C -1.30 1.95 3.23
C -0.69 3.06 3.78
C 0.69 3.04 4.00
C 1.42 2.00 3.52
C 0.84 0.84 2.97
P 1.69 -0.63 2.51
C 1.88 -1.32 4.23
C 2.85 -2.52 4.32
C 0.56 -1.58 4.90
C 3.37 -0.17 1.95
C 3.28 0.85 0.81
C 4.17 -1.42 1.47
H -3.02 -6.00 1.25
H -3.61 -5.01 -0.14
H -3.97 -4.57 1.49
H -1.21 -4.74 0.23
H -0.22 -3.97 2.32
H -1.17 -5.45 2.56
H -1.85 -3.97 3.12
H -4.00 -2.90 -0.75
H -1.43 -2.63 -2.32
H -3.06 -2.83 -3.06
H -2.31 -4.03 -1.96
H -2.67 -0.23 -1.29
H -4.18 -0.52 -0.40
H -4.12 -0.90 -2.10
H -4.77 -2.80 1.34
H -6.13 -1.79 3.15
H -5.00 -0.27 4.72
H -2.63 0.36 4.42
H -2.35 1.99 3.17
H -1.24 3.88 4.17
H 1.24 3.86 4.48
H 2.47 2.01 3.67
H 2.32 -0.48 4.81
H 2.73 -3.32 3.58
H 2.77 -2.97 5.30
H 3.91 -2.14 4.27
H 0.01 -2.39 4.42
H -0.09 -0.72 4.96
H 0.76 -1.87 5.92
H 3.88 0.25 2.84
H 2.71 0.48 0.01
H 4.31 1.09 0.45
H 2.84 1.80 1.05
H 3.75 -1.76 0.51
H 4.22 -2.24 2.17
H 5.20 -1.14 1.29
Te -0.18 2.99 0.40
C -2.05 3.65 -0.18
C -2.31 4.97 -0.58
C -3.63 5.31 -0.87
C -4.68 4.38 -0.77
C -4.39 3.07 -0.42
C -3.07 2.73 -0.12
H -1.52 5.67 -0.73
H -3.82 6.34 -1.21
H -5.69 4.64 -1.02
H -5.22 2.33 -0.33
H -2.80 1.71 0.13
C 0.12 1.40 -4.96
C 0.05 2.91 -4.61
C -1.15 3.19 -3.73
O 1.24 3.39 -3.97
P 1.86 3.06 -2.51
S 1.00 4.49 -1.07
S -0.34 0.90 -0.59
O 3.20 3.97 -2.66
C 4.39 3.48 -3.35
C 4.47 1.96 -3.49
C 4.57 4.13 -4.73
H -0.70 1.04 -5.58
H 0.24 0.86 -4.04
H 1.02 1.19 -5.54
H -0.01 3.52 -5.49
H -1.12 2.61 -2.83
H -2.07 2.98 -4.22
H -1.23 4.28 -3.48
H 5.22 3.90 -2.70
H 3.79 1.59 -4.24
H 4.25 1.47 -2.57
H 5.46 1.67 -3.82
H 3.78 3.76 -5.41
H 5.57 3.83 -5.17
H 4.54 5.22 -4.72
C 2.19 -1.39 -4.25
C 2.04 -1.92 -2.87
C 2.51 -3.01 -2.20
C 1.93 -2.94 -0.90
N 1.20 -1.82 -0.79
N 1.26 -1.25 -2.02
C 1.99 -3.92 0.22
H 1.17 -1.39 -4.71
H 2.84 -2.04 -4.84
H 2.61 -0.36 -4.26
H 3.22 -3.77 -2.53
H 0.81 -0.35 -2.14
H 1.66 -4.92 -0.15
H 1.31 -3.68 1.02
H 3.01 -4.00 0.62
```

Values from the calculation:
⟨S²⟩: 3.782
Net charge: +1
Total energy, eV: -140252.6888
Spin multiplicity: 4
Orbital gap (spin up / spin down), eV: 6.63 / 6.61
Energy above the lowest of the compared OMol25 structures with the same formula, charge and spin, kcal/mol: 43.8



This record from the Open Molecules 2025 dataset describes 2 unconnected molecules or ions with the total composition C6H7NO3 in a non-equilibrium geometry. The level of theory is ωB97M-V/def2-TZVPD.

Structure (XYZ):
```
17
Properties=species:S:1:pos:R:3
N -2.59 -0.05 -0.92
C -1.47 0.00 -0.62
C -0.06 0.07 -0.34
C 0.67 -1.02 -0.08
C 2.12 -0.88 0.25
C 2.77 0.35 -0.32
O 3.96 0.44 -0.51
O 1.98 1.38 -0.65
C 0.60 1.43 -0.31
H 0.22 -2.02 -0.08
H 2.70 -1.75 -0.08
H 2.24 -0.83 1.35
H 0.14 2.12 -1.02
H 0.50 1.85 0.70
O -4.87 -0.17 1.07
H -4.07 -0.56 1.44
H -4.82 -0.35 0.13
```

Values from the calculation:
Total energy, eV: -13967.2206
SMILES: N#CC1=CCC(=O)OC1.O
Orbital gap, eV: 10.46
Energy above the lowest of the compared OMol25 structures with the same formula, charge and spin, kcal/mol: 17.1



This record from the Open Molecules 2025 dataset describes a molecular structure, C16H22Cl2IrO2Te in a non-equilibrium geometry. The level of theory is ωB97M-V/def2-TZVPD.

Structure (XYZ):
```
44
Properties=species:S:1:pos:R:3
C 0.44 -1.20 -1.73
C 1.33 -0.16 -2.40
C 0.50 1.04 -2.43
C 2.69 -0.44 -2.88
C -0.88 0.66 -2.25
C -0.92 -0.66 -1.82
C -2.16 -1.47 -1.70
C 0.68 -2.65 -1.81
C 0.95 2.43 -2.72
C -2.12 1.48 -2.49
Ir 1.51 0.05 -0.46
Cl 2.97 1.50 0.00
Cl 2.91 -1.64 0.45
O -2.50 0.90 0.37
H 3.12 -1.12 -2.12
H 3.28 0.47 -2.88
H 2.76 -0.92 -3.86
H 1.93 2.65 -2.26
H 0.23 3.21 -2.33
H 1.04 2.60 -3.82
H -1.94 2.52 -2.21
H -2.94 1.08 -1.90
H -2.41 1.44 -3.54
H -3.00 -0.86 -1.35
H -1.99 -2.27 -0.99
H -2.47 -1.91 -2.66
H 1.69 -2.91 -1.51
H 0.51 -2.96 -2.84
H -0.04 -3.18 -1.17
H -2.85 1.62 1.17
O -1.14 -1.25 1.47
H -2.05 -1.20 1.00
Te -0.43 0.78 1.17
C 0.04 0.62 3.25
C -1.03 0.98 4.10
C -1.00 0.50 5.42
C 0.18 -0.13 5.89
C 1.23 -0.42 5.03
C 1.22 0.07 3.70
H -1.86 1.59 3.72
H -1.87 0.60 6.05
H 0.24 -0.39 6.95
H 2.08 -1.03 5.36
H 2.07 -0.03 3.02
```

Values from the calculation:
⟨S²⟩: 8.786
Net charge: -2
Total energy, eV: -56214.8590
Spin multiplicity: 6
Orbital gap (spin up / spin down), eV: 3.03 / 5.18



This record from the Open Molecules 2025 dataset describes 2 unconnected molecules or ions with the total composition C4H11NO2S in a non-equilibrium geometry. The level of theory is ωB97M-V/def2-TZVPD.

Structure (XYZ):
```
19
Properties=species:S:1:pos:R:3
O 2.69 1.99 0.03
C 1.76 1.39 -0.47
N 1.62 0.04 -0.41
C 0.73 -0.73 -1.25
C -0.14 -1.74 -0.49
C -1.65 -1.47 -0.67
S -2.49 -0.24 0.35
H 0.95 1.98 -0.95
H 2.38 -0.42 0.08
H 0.06 -0.08 -1.81
H 1.33 -1.20 -2.04
H 0.02 -2.74 -0.88
H 0.12 -1.72 0.56
H -1.84 -1.25 -1.71
H -2.14 -2.45 -0.57
H -1.45 0.43 0.85
O 0.30 0.68 2.37
H 0.75 0.32 1.60
H 1.02 1.19 2.78
```

Values from the calculation:
Total energy, eV: -20746.5964
SMILES: O=CNCCCS.O
Orbital gap, eV: 9.78
Energy above the lowest of the compared OMol25 structures with the same formula, charge and spin, kcal/mol: 16.3



This record from the Open Molecules 2025 dataset describes a single H4P2S molecule in a non-equilibrium geometry. The level of theory is ωB97M-V/def2-TZVPD.

Structure (XYZ):
```
7
Properties=species:S:1:pos:R:3
P -0.12 0.85 0.86
P 0.94 -0.29 -0.63
S -0.93 -1.86 -1.12
H 0.96 1.55 0.89
H 0.33 0.31 2.06
H 0.62 0.60 -1.73
H -1.79 -1.17 -0.33
```

Values from the calculation:
Total energy, eV: -29476.1443
SMILES: [PH2]#[PH]S
Orbital gap, eV: 8.79
Energy above the lowest of the compared OMol25 structures with the same formula, charge and spin, kcal/mol: 13.8



This record from the Open Molecules 2025 dataset describes a single C6H15NO molecule in a non-equilibrium geometry. The level of theory is ωB97M-V/def2-TZVPD.

Structure (XYZ):
```
23
Properties=species:S:1:pos:R:3
C -0.82 -2.39 0.08
C -0.74 -0.99 -0.68
N 0.51 -0.37 -0.27
C 1.86 -0.61 -1.02
C 0.49 0.87 0.44
C 0.08 2.15 -0.53
C -0.41 0.87 1.66
O -1.78 0.59 1.51
H -0.12 -2.51 0.80
H -0.68 -3.18 -0.61
H -1.74 -2.55 0.55
H -1.63 -0.28 -0.60
H -0.62 -1.21 -1.76
H 1.73 -0.24 -2.05
H 2.64 0.09 -0.72
H 2.17 -1.63 -0.86
H 1.54 1.26 0.83
H 0.15 1.76 -1.48
H 1.03 2.98 -0.37
H -0.86 2.56 -0.25
H -0.25 -0.05 2.33
H -0.39 1.80 2.28
H -2.16 1.11 0.72
```

Values from the calculation:
Total energy, eV: -9999.7493
SMILES: CCN(C)[C@@H](C)CO
Orbital gap, eV: 8.65
Energy above the lowest of the compared OMol25 structures with the same formula, charge and spin, kcal/mol: 92.4



Q: Which formula does entry 6 have?
A: C6H15NO



Q: total energy of number 1 (C41H63MnN3O2P3S2Te)?
A: -140252.6888 eV



Q: Among the records above, which one has the highest total energy?
A: C6H15NO



Q: Among the records above, which one has the highest total energy?
A: C6H15NO